1.
Here is an isolated molecule of C5H11NO3 in a non-equilibrium geometry from the OMol25 dataset. Energies are from ωB97M-V with the def2-TZVPD basis set.

The geometry in XYZ format:
```
20
Properties=species:S:1:pos:R:3:forces:R:3
C 1.667742 -0.451607 0.012388 -0.259 -0.040 -0.132
C 0.265677 -0.215407 -0.551500 -0.367 2.070 0.171
C 0.141810 -0.771505 -1.963995 -0.114 0.061 0.294
N -0.757833 -0.767009 0.312738 -1.987 0.661 2.020
C -1.448001 0.153405 1.386738 0.367 -2.280 -1.030
O -0.533021 0.414384 2.416311 0.156 0.233 0.141
C -0.076176 1.346359 -0.582992 1.814 -1.206 -1.668
O -0.541335 1.847374 -1.572564 -0.248 0.277 0.707
O 0.394935 2.064975 0.440774 -0.508 0.649 0.279
H 1.766177 -0.085045 1.031140 0.026 0.028 0.024
H 1.869703 -1.521584 0.017535 0.017 -0.070 -0.009
H 2.403638 0.046788 -0.615376 0.117 0.028 0.020
H 0.885016 -0.309569 -2.609041 0.058 -0.076 -0.044
H 0.281023 -1.851065 -1.946126 0.110 -0.090 0.000
H -0.838498 -0.553310 -2.382285 -0.032 0.067 0.003
H -1.516158 -1.134526 -0.251256 0.014 -0.068 0.034
H -2.274690 -0.474251 1.741228 0.133 0.038 -0.017
H -1.901771 1.114887 1.109381 0.566 -0.156 -0.480
H -0.177756 -0.431396 2.718530 -0.024 0.029 -0.081
H 0.389518 1.578103 1.288372 0.161 -0.155 -0.232
```
Positions in Å, forces in eV/Å.

Lowest unoccupied orbital energy   0.7 eV
Energy above the lowest of the compared OMol25 structures with the same formula, charge and spin   26.0 kcal per mole
E_tot   -12995.7263 eV
HOMO-LUMO gap   9.95 eV
SMILES   CC(C)(NCO)C(=O)O

2.
Here is the ion C5H11NO3P with charge +1 in a non-equilibrium geometry from the OMol25 dataset. Energies are from ωB97M-V with the def2-TZVPD basis set.

The geometry in XYZ format:
```
21
Properties=species:S:1:pos:R:3:forces:R:3
O 1.525191 -0.624920 1.499211 -0.340 1.414 -2.100
P 1.977789 0.310352 0.394262 1.893 -1.548 2.709
O 2.009854 1.869182 0.982018 -0.033 -2.048 -1.680
O 3.562865 -0.116189 0.010087 -2.452 1.484 -0.048
C 1.009450 0.151553 -1.181450 -0.421 0.129 0.123
C -0.534386 0.055710 -0.960533 -2.328 -0.490 0.152
C -1.255559 1.029953 0.058862 -1.928 0.959 -0.732
C -2.207801 0.199043 0.983875 2.083 -0.295 -1.365
N -2.121679 -1.051137 0.638261 -0.668 1.818 -0.121
C -1.136516 -1.314393 -0.445260 3.420 -1.511 1.399
H 1.973147 1.798471 1.952010 0.121 -0.089 -0.181
H 3.577942 -1.054461 -0.233112 0.059 0.092 0.185
H 1.205419 0.981770 -1.905629 0.026 -0.645 0.712
H 1.346442 -0.805276 -1.666459 -0.101 0.900 0.492
H -1.053737 0.188058 -1.947024 0.865 0.296 0.753
H -2.014739 1.551211 -0.600730 0.586 -0.093 0.813
H -0.703806 1.883991 0.513151 -0.187 -1.006 0.049
H -2.859989 0.583653 1.795780 0.546 -0.444 -0.638
H -2.662962 -1.767160 1.127753 0.271 0.006 -0.399
H -1.360572 -2.125685 -1.173249 -0.649 1.009 0.457
H -0.276354 -1.743728 0.158175 -0.765 0.062 -0.583
```
Positions in Å, forces in eV/Å.

Lowest unoccupied orbital energy   -4.5 eV
Net charge   +1
Energy above the lowest of the compared OMol25 structures with the same formula, charge and spin   39.3 kcal per mole
E_tot   -22279.5586 eV
HOMO-LUMO gap   9.49 eV
SMILES   O=P(O)(O)C[C@@H]1CC=[NH+]C1

3.
Here is a cluster of 2 separate species, C5H11NO3S in total in a non-equilibrium geometry from the OMol25 dataset. Energies are from ωB97M-V with the def2-TZVPD basis set.

The geometry in XYZ format:
```
21
Properties=species:S:1:pos:R:3:forces:R:3
C 0.809043 -2.146219 -0.353184 -0.131 -1.004 -1.063
N -0.344070 -1.396819 -0.684204 0.029 0.770 -0.741
C -1.139871 -1.111009 0.207824 -0.967 2.524 0.741
S -2.116714 0.496943 0.008694 -2.710 -4.291 -0.078
C -2.197931 0.949274 -1.715639 4.985 0.742 0.859
O -1.320794 1.407533 0.773567 0.382 0.953 0.278
O -3.494926 0.144449 0.398662 1.627 1.130 -0.141
H 0.641108 -2.857882 0.389355 -0.554 -1.474 1.469
H 1.135751 -2.671585 -1.227081 0.628 -0.115 -0.457
H 1.542977 -1.516035 0.065864 0.985 0.982 -0.034
H -1.138979 -1.372953 1.284144 0.001 -0.199 -0.378
H -1.791772 1.965500 -1.599093 -0.404 0.057 -0.494
H -1.398461 0.440438 -2.344645 -1.264 0.156 0.930
H -3.151837 0.956295 -2.066872 -2.607 -0.345 -0.888
C 2.152028 0.934974 1.837431 3.314 -1.792 -1.625
C 2.328319 0.796792 0.525454 -0.036 -0.093 -0.559
O 1.365166 1.221322 -0.364817 1.290 -0.477 0.182
H 2.951600 0.551803 2.468042 -0.516 0.304 0.258
H 1.307146 1.410524 2.127163 -2.373 1.308 1.575
H 3.205738 0.317719 0.045662 -0.705 0.479 0.308
H 0.656488 1.478937 0.223664 -0.973 0.386 -0.143
```
Positions in Å, forces in eV/Å.

Lowest unoccupied orbital energy   0.7 eV
Energy above the lowest of the compared OMol25 structures with the same formula, charge and spin   72.0 kcal per mole
E_tot   -23827.9315 eV
HOMO-LUMO gap   9.89 eV
SMILES   C/N=C/S(C)(=O)=O.C=CO

4.
Here is an isolated molecule of C5H11NO4 in a non-equilibrium geometry from the OMol25 dataset. Energies are from ωB97M-V with the def2-TZVPD basis set.

The geometry in XYZ format:
```
21
Properties=species:S:1:pos:R:3:forces:R:3
C 0.724105 1.183689 -0.835226 1.016 0.640 -1.530
N 0.485138 0.026732 -0.012791 0.764 -0.825 0.906
C 0.543887 -1.146254 -0.938813 -1.239 -1.433 1.163
C 1.588760 -0.122349 0.995451 -2.267 -2.741 1.243
C -0.853993 0.134294 0.726697 -2.225 1.310 -0.546
O -0.851186 -0.844498 1.712759 -1.092 -0.452 -0.559
O -0.987210 1.455521 1.151208 0.175 -0.971 0.082
C -2.027543 -0.021720 -0.362204 -0.574 -0.675 -1.057
O -2.603708 1.014228 -0.779904 1.279 -0.164 1.270
O -2.200047 -1.190224 -0.732024 -0.058 -0.387 0.485
H 0.782180 2.121097 -0.319885 -0.699 0.233 0.467
H 1.705247 1.092858 -1.287102 0.353 -0.379 -0.051
H 0.046563 1.123926 -1.670054 -0.597 0.668 -0.048
H 0.206360 -2.119873 -0.452535 0.841 1.449 -0.201
H -0.219823 -1.015725 -1.694609 0.430 0.179 -0.460
H 1.570855 -1.137599 -1.230725 0.433 -0.514 -0.772
H 1.182906 -0.997141 1.632301 1.153 1.310 -0.901
H 2.480461 -0.460123 0.496313 0.485 0.602 0.000
H 1.563139 0.715247 1.660180 0.612 0.734 -0.014
H -1.466818 -1.606801 1.466004 0.868 1.690 -0.097
H -1.669268 1.794722 0.474963 0.344 -0.273 0.619
```
Positions in Å, forces in eV/Å.

Lowest unoccupied orbital energy   0.4 eV
Energy above the lowest of the compared OMol25 structures with the same formula, charge and spin   53.2 kcal per mole
E_tot   -15042.2946 eV
HOMO-LUMO gap   9.57 eV
SMILES   C[N+](C)(C)C(O)(O)C(=O)[O-]

5.
Here is a cluster of 2 separate species, C5H11NO4S in total from the OMol25 dataset. Energies are from ωB97M-V with the def2-TZVPD basis set.

The geometry in XYZ format:
```
22
Properties=species:S:1:pos:R:3:forces:R:3
N 1.496405 -1.316818 -0.468097 -0.120 -0.213 -0.018
C 0.514950 -0.234031 -0.354746 -0.050 0.055 -0.061
C -0.676796 -0.514377 0.559889 0.003 0.045 0.116
C -1.551642 -1.657342 0.040959 -0.013 -0.014 -0.121
C -2.707087 -1.978894 0.957068 -0.238 0.023 -0.183
O -3.868700 -2.028121 0.637621 0.430 0.023 0.109
O -2.291846 -2.226529 2.217902 -0.198 -0.034 0.053
C 1.234367 1.055869 0.086923 -0.386 0.274 0.122
O 0.646380 2.015949 0.514947 0.304 -0.384 -0.190
O 2.557106 1.021629 -0.079087 0.027 -0.073 -0.052
H 1.248889 -1.981575 -1.193090 0.060 0.117 0.111
H 1.572877 -1.829184 0.406569 0.012 0.042 -0.083
H 0.146301 -0.023538 -1.369044 0.050 0.006 0.150
H -0.311403 -0.754485 1.567187 -0.027 0.039 -0.160
H -1.258443 0.407596 0.650680 0.057 -0.123 -0.014
H -1.975921 -1.421445 -0.940025 0.073 -0.028 0.150
H -0.952249 -2.572104 -0.059533 -0.100 0.095 0.025
H -3.093744 -2.416959 2.732898 0.134 0.013 -0.027
H 2.754438 0.113786 -0.404093 -0.013 0.140 0.065
S 2.302928 5.333309 -1.245811 -0.015 -0.013 0.029
H 1.920057 6.433457 -1.908741 0.030 -0.066 -0.047
H 2.293133 4.573809 -2.350375 -0.019 0.077 0.025
```
Positions in Å, forces in eV/Å.

Lowest unoccupied orbital energy   0.4 eV
Energy above the lowest of the compared OMol25 structures with the same formula, charge and spin   0.0 kcal per mole
E_tot   -25879.7035 eV
HOMO-LUMO gap   9.79 eV
SMILES   N[C@@H](CCC(=O)O)C(=O)O.S

6.
Here is an isolated molecule of C5H11NOS in a non-equilibrium geometry from the OMol25 dataset. Energies are from ωB97M-V with the def2-TZVPD basis set.

The geometry in XYZ format:
```
19
Properties=species:S:1:pos:R:3:forces:R:3
C -1.256616 1.148165 1.052267 -2.107 -2.718 -3.166
C 0.021373 1.084324 0.078474 0.467 0.271 2.155
O 1.313642 1.161135 0.809063 -0.755 0.386 -0.521
C -0.118965 -0.262717 -0.664663 -1.526 0.120 -1.055
C 0.879717 -0.392929 -1.850077 2.183 -0.731 2.400
C -0.586062 -1.698857 -0.006137 2.326 5.200 -1.999
N -0.074684 -2.424271 0.821521 1.351 -1.349 3.892
S 1.042399 -1.870968 2.086489 -0.159 0.650 -1.685
H -1.510762 0.123214 1.720475 1.344 3.030 -1.569
H -1.963983 0.872870 0.015306 0.721 1.436 3.496
H -1.580748 2.108687 1.538114 0.572 -1.070 -0.550
H 0.057597 1.934063 -0.705071 -0.481 -1.277 1.267
H 1.448734 2.051145 1.198187 -0.419 -0.778 -0.455
H -1.095728 -0.088173 -1.197502 0.805 0.085 0.256
H 2.007382 -0.475137 -1.220148 -2.998 0.399 -2.486
H 0.764369 0.598784 -2.486547 0.600 -2.518 0.920
H 0.670217 -1.443437 -2.307691 0.611 2.250 0.070
H -1.416281 -1.890669 -0.577897 -1.952 -1.855 -1.175
H 1.398401 -0.535230 1.695837 -0.582 -1.531 0.206
```
Positions in Å, forces in eV/Å.

Lowest unoccupied orbital energy   0.5 eV
Energy above the lowest of the compared OMol25 structures with the same formula, charge and spin   125.5 kcal per mole
E_tot   -19731.6516 eV
HOMO-LUMO gap   9.36 eV
SMILES   C[C@@H](O)[C@@H](C)/C=N\S

HOMO-LUMO gap of number 2 (C5H11NO3P)? 9.49 eV